Density functional theory data (ωB97M-V/def2-TZVPD) for a cluster of 10 separate species, C51H120BN8O23 in total at a distorted geometry.

Geometry (Å):
O  9.99  22.93  -13.12
C  9.58  22.01  -13.67
O  10.24  21.00  -14.16
B  9.34  20.05  -14.83
O  8.01  20.70  -14.77
C  8.10  21.83  -14.09
O  7.22  22.61  -13.92
O  9.28  18.75  -14.14
C  9.51  17.78  -15.02
O  9.40  16.61  -14.81
C  9.76  18.44  -16.39
O  9.73  19.76  -16.22
O  10.03  17.88  -17.40
C  13.52  20.48  -14.23
C  14.57  19.39  -14.09
C  15.66  19.46  -15.14
O  15.20  19.40  -12.77
H  12.90  20.29  -15.11
H  13.96  21.47  -14.33
H  12.89  20.46  -13.33
H  14.07  18.41  -14.15
H  16.43  18.74  -14.85
H  16.12  20.45  -15.20
H  15.26  19.28  -16.14
H  14.71  18.81  -12.20
C  10.10  14.22  -17.59
O  11.34  13.60  -17.92
C  11.15  12.33  -18.44
C  12.44  11.82  -19.05
N  13.55  11.83  -18.11
C  14.80  11.51  -18.79
C  14.82  10.15  -19.50
O  14.23  9.16  -18.71
C  13.88  8.00  -19.44
H  9.29  13.55  -17.29
H  9.71  14.79  -18.46
H  10.26  14.92  -16.76
H  10.38  12.32  -19.23
H  10.80  11.66  -17.65
H  12.69  12.38  -19.96
H  12.23  10.80  -19.44
H  13.39  10.99  -17.54
H  15.59  11.49  -18.04
H  15.01  12.29  -19.53
H  15.88  9.89  -19.71
H  14.42  10.22  -20.53
H  13.06  7.54  -18.89
H  14.74  7.35  -19.56
H  13.43  8.32  -20.39
C  10.10  22.48  -6.59
O  10.27  21.69  -7.69
C  9.26  21.87  -8.62
C  9.56  21.11  -9.88
N  9.64  19.67  -9.64
C  9.77  18.94  -10.89
C  9.80  17.47  -10.61
O  8.51  16.95  -10.34
C  8.56  15.57  -10.16
H  10.03  23.54  -6.86
H  10.95  22.34  -5.93
H  9.20  22.20  -6.04
H  9.19  22.95  -8.82
H  8.29  21.55  -8.23
H  10.48  21.44  -10.36
H  8.73  21.34  -10.58
H  8.75  19.40  -9.22
H  10.63  19.29  -11.46
H  8.89  19.08  -11.56
H  10.40  17.34  -9.68
H  10.41  16.87  -11.30
H  9.05  14.99  -10.95
H  7.54  15.21  -10.04
H  9.10  15.28  -9.24
C  5.80  26.30  -15.19
O  6.78  27.15  -15.78
C  7.80  27.49  -14.86
C  8.96  26.52  -14.75
N  9.86  26.65  -15.88
C  10.90  25.61  -15.88
C  10.48  24.19  -16.15
O  10.36  23.96  -17.53
C  10.16  22.60  -17.82
H  5.09  26.07  -15.98
H  5.31  26.86  -14.38
H  6.26  25.39  -14.79
H  7.35  27.73  -13.89
H  8.26  28.43  -15.22
H  8.56  25.50  -14.63
H  9.51  26.80  -13.86
H  9.41  26.67  -16.79
H  11.30  25.62  -14.86
H  11.66  25.88  -16.61
H  9.61  23.82  -15.61
H  11.34  23.59  -15.79
H  9.27  22.18  -17.33
H  11.03  22.00  -17.49
H  10.07  22.41  -18.89
C  12.69  15.99  -14.54
O  12.80  15.74  -15.89
C  13.28  16.86  -16.58
C  13.08  16.66  -18.06
N  13.67  15.43  -18.58
C  13.28  15.28  -20.00
C  14.16  16.10  -20.98
O  15.51  15.87  -20.63
C  16.40  16.41  -21.54
H  12.01  15.25  -14.12
H  12.21  16.95  -14.31
H  13.69  16.00  -14.08
H  14.35  17.01  -16.34
H  12.72  17.75  -16.24
H  13.49  17.59  -18.51
H  12.00  16.70  -18.23
H  14.67  15.60  -18.72
H  12.25  15.56  -20.22
H  13.50  14.26  -20.33
H  13.94  17.17  -20.85
H  13.96  15.77  -22.00
H  16.33  15.93  -22.53
H  17.42  16.25  -21.22
H  16.24  17.49  -21.66
C  3.13  23.25  -10.93
O  4.27  22.64  -11.45
C  5.46  23.20  -11.00
C  5.59  24.67  -11.39
N  6.77  25.33  -10.84
C  8.01  24.70  -11.25
C  9.17  25.58  -10.86
O  9.04  26.84  -11.47
C  10.00  27.75  -11.02
H  2.75  24.11  -11.50
H  3.24  23.51  -9.87
H  2.33  22.50  -11.00
H  6.24  22.63  -11.50
H  5.56  23.14  -9.90
H  4.69  25.24  -11.17
H  5.65  24.65  -12.50
H  6.73  26.30  -11.12
H  8.05  24.58  -12.34
H  8.07  23.71  -10.80
H  10.09  25.08  -11.17
H  9.15  25.69  -9.76
H  9.79  28.10  -10.00
H  10.06  28.57  -11.73
H  11.04  27.37  -11.04
C  6.33  16.08  -15.88
O  5.18  16.42  -16.58
C  4.07  15.68  -16.12
C  2.83  16.18  -16.83
N  2.79  15.72  -18.21
C  1.48  15.73  -18.83
C  1.55  15.10  -20.19
O  2.35  15.87  -21.05
C  2.32  15.45  -22.36
H  6.52  15.00  -15.77
H  6.40  16.48  -14.86
H  7.24  16.42  -16.39
H  3.93  15.99  -15.07
H  4.15  14.60  -16.20
H  2.82  17.27  -16.78
H  2.00  15.73  -16.28
H  3.47  16.20  -18.79
H  0.92  16.68  -18.86
H  0.83  15.08  -18.22
H  0.54  14.96  -20.63
H  1.95  14.07  -20.13
H  1.29  15.32  -22.73
H  2.75  14.43  -22.45
H  2.85  16.13  -23.00
C  6.35  23.55  -17.18
C  5.84  22.54  -18.22
C  6.20  21.13  -17.84
O  5.65  20.23  -18.77
C  6.04  18.94  -18.47
N  4.35  22.62  -18.32
H  5.89  23.44  -16.20
H  6.14  24.55  -17.57
H  7.44  23.52  -17.03
H  6.31  22.83  -19.16
H  5.88  20.90  -16.81
H  7.30  21.03  -17.84
H  5.59  18.22  -19.14
H  5.82  18.71  -17.42
H  7.13  18.81  -18.59
H  4.11  23.61  -18.23
H  3.93  22.24  -17.47
C  8.67  13.69  -13.99
C  9.75  12.64  -13.80
C  9.45  11.74  -12.61
O  10.47  10.73  -12.57
C  10.37  9.90  -11.43
N  9.89  11.87  -15.04
H  7.62  13.35  -13.95
H  8.76  14.18  -14.96
H  8.75  14.46  -13.22
H  10.65  13.19  -13.54
H  8.50  11.20  -12.77
H  9.46  12.29  -11.66
H  10.58  10.48  -10.52
H  11.09  9.09  -11.55
H  9.35  9.48  -11.36
H  9.05  11.35  -15.27
H  10.62  11.19  -14.86

Values from the calculation:
Total charge: -1
Electronic energy: -4208.58650 Ha
Orbital gap: 8.66 eV
M: 1224.4 g/mol
E_LUMO: 2.152 eV
Highest occupied orbital energy: -6.51 eV

Atomic partial charges in e from the Löwdin method, atoms 1 to 99: O 0.1816; C -0.4621; O 0.2295; B -0.9195; O 0.2270; C -0.3954; O 0.1463; O 0.2199; C -0.3814; O 0.1403; C -0.3816; O 0.2114; O 0.1586; C -0.0425; C -0.4681; C -0.0614; O -0.0661; H 0.0756; H 0.0836; H 0.0739; H 0.1002; H 0.0784; H 0.0789; H 0.0706; H 0.0738; C -0.1050; O -0.1768; C -0.2649; C -0.2256; N -0.0279; C -0.2012; C -0.2670; O -0.2005; C -0.1008; H 0.0715; H 0.0924; H 0.0670; H 0.1221; H 0.1065; H 0.1015; H 0.1145; H 0.1087; H 0.1140; H 0.1112; H 0.1213; H 0.1125; H 0.0867; H 0.0854; H 0.0846; C -0.1534; O -0.1625; C -0.2507; C -0.2127; N -0.0430; C -0.2112; C -0.2352; O -0.1634; C -0.1451; H 0.0874; H 0.0881; H 0.0904; H 0.1108; H 0.1319; H 0.1292; H 0.1149; H 0.1177; H 0.1229; H 0.1244; H 0.1257; H 0.1212; H 0.0668; H 0.0889; H 0.0901; C -0.1041; O -0.1902; C -0.2296; C -0.2178; N -0.0544; C -0.1849; C -0.2380; O -0.1757; C -0.1101; H 0.0788; H 0.0870; H 0.0670; H 0.1144; H 0.1230; H 0.1093; H 0.1071; H 0.1138; H 0.1181; H 0.1197; H 0.1035; H 0.1297; H 0.0636; H 0.0952; H 0.0927; C -0.1314; O -0.1562